Entry 1:
{
  "formula": "C25H37IrN8O",
  "method": "ωB97M-V/def2-TZVPD",
  "spin_multiplicity": 1,
  "gap_ha": [0.1717, 0.1767],
  "total_charge": 4,
  "e_tot_ev": -43293.446,
  "elements": ["Ir", "C", "N", "C", "C", "N", "C", "C", "C", "C", "C", "C", "N", "C", "N", "C", "C", "C", "C", "C", "C", "N", "H", "H", "H", "H", "H", "H", "H", "H", "H", "H", "H", "H", "H", "H", "H", "N", "C", "C", "C", "N", "C", "C", "N", "C", "H", "H", "H", "H", "H", "H", "H", "H", "H", "H", "H", "H", "H", "H", "H", "H", "C", "C", "C", "O", "H", "H", "H", "H", "H", "H"],
  "coordinates": [[0.143, 0.476, -0.206], [-0.176, 3.641, -1.221], [0.847, 2.804, -0.596], [2.158, 2.955, -1.232], [2.972, 1.733, -1.002], [2.455, 0.574, -0.589], [3.498, -0.321, -0.584], [3.558, -1.691, -0.291], [4.791, -2.309, -0.336], [5.954, -1.613, -0.683], [5.915, -0.260, -1.017], [4.677, 0.357, -0.978], [4.283, 1.648, -1.244], [-1.545, 3.105, -0.993], [-1.833, 1.864, -0.592], [-3.214, 1.797, -0.575], [-4.135, 0.780, -0.256], [-5.489, 1.057, -0.336], [-5.970, 2.313, -0.710], [-5.087, 3.345, -1.029], [-3.733, 3.056, -0.972], [-2.636, 3.840, -1.230], [-0.010, 3.652, -2.306], [-0.125, 4.683, -0.872], [0.936, 3.077, 0.382], [2.692, 3.852, -0.888], [2.023, 3.063, -2.316], [2.653, -2.247, -0.113], [4.868, -3.363, -0.119], [6.895, -2.141, -0.722], [6.812, 0.278, -1.285], [4.898, 2.376, -1.580], [-3.837, -0.212, 0.043], [-6.203, 0.279, -0.112], [-7.033, 2.486, -0.761], [-5.439, 4.326, -1.308], [-2.678, 4.795, -1.564], [1.026, -2.245, 2.044], [-0.028, -2.341, 3.114], [-0.084, -1.031, 3.893], [-0.859, 0.116, 3.238], [-0.061, 0.867, 2.230], [-2.188, -0.357, 2.651], [-2.065, -1.589, 1.754], [-1.401, -1.274, 0.470], [-1.367, -2.728, 2.498], [1.915, -1.933, 2.453], [0.738, -1.568, 1.308], [1.176, -3.171, 1.625], [0.286, -3.137, 3.797], [0.925, -0.703, 4.147], [-0.576, -1.243, 4.843], [-1.106, 0.823, 4.045], [0.848, 1.073, 2.646], [-0.528, 1.766, 2.112], [-2.665, 0.461, 2.111], [-2.848, -0.618, 3.478], [-3.088, -1.932, 1.536], [-2.084, -0.811, -0.131], [-1.169, -2.146, -0.004], [-1.253, -3.594, 1.843], [-2.029, -3.043, 3.308], [0.775, -3.551, -2.757], [0.496, -2.116, -2.505], [0.126, -1.295, -3.676], [0.576, -1.666, -1.354], [-0.023, -4.013, -3.338], [0.924, -4.106, -1.833], [1.672, -3.648, -3.374], [0.816, -1.468, -4.497], [0.098, -0.235, -3.428], [-0.853, -1.600, -4.052]]
}



Entry 2:
{
  "formula": "C33H35IN8O10Ta",
  "method": "ωB97M-V/def2-TZVPD",
  "spin_multiplicity": 1,
  "gap_ha": 0.2686,
  "relative_energy_ev": 0.5078,
  "total_charge": 3,
  "e_tot_ev": -76820.442,
  "elements": ["Ta", "C", "C", "N", "C", "C", "C", "O", "C", "C", "N", "C", "C", "C", "C", "C", "C", "I", "C", "O", "H", "H", "H", "H", "H", "H", "H", "H", "H", "H", "H", "H", "O", "C", "O", "C", "C", "C", "C", "C", "N", "C", "O", "O", "H", "H", "H", "H", "H", "C", "N", "C", "C", "O", "N", "C", "N", "H", "H", "H", "H", "H", "H", "H", "C", "C", "C", "C", "C", "C", "O", "N", "C", "O", "N", "C", "O", "H", "H", "H", "H", "H", "H", "H", "H", "H", "H", "H"],
  "coordinates": [[0.148, -0.339, 0.190], [-0.917, -4.062, -2.299], [-1.405, -2.775, -2.881], [-2.236, -2.829, -3.917], [-2.670, -1.715, -4.501], [-2.278, -0.431, -4.142], [-2.749, 0.752, -4.936], [-2.973, 1.855, -4.053], [-1.422, -0.344, -3.035], [-0.751, 0.866, -2.640], [-0.051, 1.061, -1.562], [0.642, 2.341, -1.587], [0.027, 3.516, -2.005], [0.771, 4.685, -2.076], [2.116, 4.688, -1.728], [2.729, 3.522, -1.290], [1.975, 2.360, -1.224], [2.783, 0.610, -0.481], [-1.041, -1.520, -2.399], [-0.285, -1.410, -1.286], [-0.766, -4.777, -3.106], [-1.663, -4.492, -1.625], [0.023, -3.927, -1.766], [-3.367, -1.853, -5.321], [-3.666, 0.481, -5.461], [-2.001, 1.016, -5.693], [-3.397, 2.556, -4.561], [-0.773, 1.668, -3.366], [-1.021, 3.513, -2.281], [0.302, 5.599, -2.417], [2.693, 5.600, -1.795], [3.774, 3.533, -1.012], [-3.952, -1.084, 1.057], [-2.687, -1.221, 0.821], [-2.003, -0.364, 0.258], [-2.069, -2.515, 1.200], [-2.732, -3.642, 1.651], [-1.979, -4.796, 1.842], [-0.619, -4.775, 1.557], [-0.050, -3.590, 1.111], [-0.765, -2.484, 0.951], [1.355, -3.362, 0.627], [2.301, -4.254, 0.740], [1.577, -2.300, 0.076], [-4.265, -0.214, 0.748], [-3.798, -3.621, 1.833], [-2.450, -5.706, 2.189], [-0.033, -5.679, 1.665], [2.019, -5.072, 1.177], [-1.879, 5.972, 1.668], [-1.714, 4.577, 1.271], [-0.564, 3.777, 1.650], [-0.886, 2.505, 0.922], [-0.045, 1.528, 0.976], [-2.007, 2.554, 0.267], [-2.479, 3.839, 0.482], [-3.599, 4.226, -0.099], [-1.774, 6.052, 2.748], [-2.871, 6.326, 1.401], [-1.133, 6.592, 1.176], [-0.510, 3.620, 2.731], [0.381, 4.208, 1.307], [-4.080, 3.569, -0.692], [-3.991, 5.145, 0.020], [1.580, 1.902, 4.208], [0.497, 1.012, 4.803], [0.554, -0.493, 4.394], [-0.543, -1.263, 5.143], [-0.571, -2.747, 4.819], [1.925, -1.023, 4.781], [2.219, -1.282, 5.912], [2.857, -1.149, 3.753], [2.655, -0.972, 2.408], [3.545, -1.091, 1.602], [1.329, -0.696, 2.015], [0.358, -0.550, 2.914], [-0.760, -0.377, 2.366], [1.397, 2.942, 4.479], [1.615, 1.846, 3.116], [2.570, 1.653, 4.591], [-0.500, 1.370, 4.535], [0.559, 1.019, 5.892], [-1.500, -0.795, 4.908], [-0.359, -1.113, 6.206], [-0.772, -2.916, 3.757], [-1.355, -3.253, 5.381], [0.372, -3.234, 5.077], [3.799, -1.408, 4.027]]
}



Entry 3:
{
  "formula": "C42H55KN2O2P2Se4",
  "method": "ωB97M-V/def2-TZVPD",
  "spin_multiplicity": 1,
  "gap_ha": 0.2006,
  "relative_energy_ev": 0.8142,
  "total_charge": -2,
  "e_tot_ev": -347815.840,
  "elements": ["K", "C", "Se", "C", "C", "Se", "C", "H", "H", "H", "H", "H", "H", "H", "H", "H", "H", "C", "C", "C", "P", "C", "C", "C", "C", "C", "C", "C", "C", "C", "C", "N", "C", "C", "C", "C", "C", "C", "C", "C", "C", "H", "H", "H", "H", "H", "H", "H", "H", "H", "H", "H", "H", "H", "H", "H", "H", "H", "H", "H", "H", "H", "H", "H", "H", "H", "H", "H", "H", "H", "H", "H", "Se", "P", "Se", "C", "C", "C", "C", "C", "C", "C", "C", "C", "C", "C", "C", "H", "H", "H", "H", "H", "H", "H", "H", "H", "H", "O", "C", "C", "C", "C", "O", "N", "H", "H", "H", "H"],
  "coordinates": [[-0.182, -0.556, 0.024], [-1.344, 2.662, -3.787], [-1.889, 1.779, -2.141], [-3.139, 0.560, -3.012], [-2.473, -0.681, -3.590], [-2.026, -1.917, -2.134], [-1.685, -3.426, -3.304], [-2.179, 3.231, -4.190], [-0.987, 1.927, -4.507], [-0.522, 3.335, -3.539], [-3.642, 1.142, -3.782], [-3.869, 0.303, -2.244], [-1.566, -0.434, -4.144], [-3.163, -1.196, -4.261], [-0.850, -3.214, -3.973], [-2.581, -3.650, -3.877], [-1.438, -4.257, -2.645], [2.389, -2.977, 1.700], [2.478, -1.696, 2.544], [3.586, -1.832, 3.588], [2.473, -0.239, 1.368], [2.740, 1.240, 2.503], [2.152, 2.467, 1.785], [4.161, 1.573, 2.962], [3.986, -0.375, 0.351], [5.301, -0.537, 0.779], [6.389, -0.627, -0.087], [7.796, -0.830, 0.427], [6.119, -0.536, -1.454], [4.837, -0.385, -1.950], [3.702, -0.321, -1.075], [2.434, -0.222, -1.486], [2.110, -0.136, -2.836], [1.728, -1.294, -3.552], [1.808, -2.637, -2.872], [1.265, -1.180, -4.861], [1.178, 0.045, -5.513], [0.711, 0.139, -6.947], [1.561, 1.178, -4.803], [2.013, 1.111, -3.487], [2.354, 2.358, -2.714], [2.344, -3.862, 2.345], [3.268, -3.073, 1.053], [1.497, -2.987, 1.068], [1.525, -1.559, 3.068], [4.564, -1.969, 3.119], [3.396, -2.712, 4.216], [3.633, -0.963, 4.249], [2.119, 1.010, 3.375], [2.609, 2.583, 0.794], [2.342, 3.387, 2.352], [1.076, 2.375, 1.642], [4.803, 1.775, 2.101], [4.623, 0.767, 3.539], [4.150, 2.473, 3.592], [5.505, -0.582, 1.844], [7.845, -0.652, 1.504], [8.506, -0.148, -0.051], [8.162, -1.849, 0.251], [6.951, -0.588, -2.156], [4.668, -0.324, -3.020], [2.728, -2.724, -2.292], [1.773, -3.447, -3.606], [0.976, -2.777, -2.172], [0.965, -2.083, -5.393], [-0.014, -0.645, -7.179], [1.542, 0.034, -7.652], [0.236, 1.103, -7.146], [1.495, 2.153, -5.288], [2.373, 3.232, -3.371], [3.322, 2.267, -2.216], [1.612, 2.527, -1.924], [-1.628, 1.597, 1.938], [-3.713, 1.226, 1.693], [-4.439, -0.279, 0.345], [-4.373, 0.926, 3.391], [-4.812, -0.331, 3.792], [-5.218, -0.548, 5.108], [-5.202, 0.493, 6.026], [-4.769, 1.754, 5.627], [-4.349, 1.963, 4.323], [-4.594, 2.801, 1.275], [-5.991, 2.818, 1.228], [-6.672, 3.971, 0.870], [-5.965, 5.123, 0.534], [-4.578, 5.111, 0.572], [-3.895, 3.954, 0.947], [-4.829, -1.133, 3.061], [-5.543, -1.538, 5.413], [-5.516, 0.324, 7.050], [-4.745, 2.569, 6.342], [-3.982, 2.938, 4.019], [-6.533, 1.908, 1.458], [-7.757, 3.970, 0.835], [-6.495, 6.024, 0.241], [-4.020, 6.002, 0.302], [-2.813, 3.929, 0.979], [-0.847, -1.470, 3.750], [-1.257, -2.296, 2.948], [-2.028, -3.544, 3.404], [-2.272, -4.301, 2.107], [-1.539, -3.450, 1.066], [-1.396, -3.861, -0.092], [-1.055, -2.292, 1.582], [-2.924, -3.239, 3.946], [-1.387, -4.088, 4.101], [-3.324, -4.351, 1.815], [-1.868, -5.314, 2.092]]
}



Entry 4:
{
  "formula": "C32H62NO37S9Si",
  "method": "ωB97M-V/def2-TZVPD",
  "s2": 0.75,
  "spin_multiplicity": 2,
  "gap_ha": [0.3221, 0.3081],
  "e_tot_ev": -216810.981,
  "elements": ["C", "C", "C", "Si", "C", "C", "C", "C", "C", "C", "C", "N", "O", "C", "C", "C", "C", "H", "H", "H", "H", "H", "H", "H", "H", "H", "H", "H", "H", "H", "H", "H", "H", "H", "H", "H", "H", "H", "H", "H", "H", "H", "H", "C", "C", "O", "S", "O", "O", "O", "H", "H", "H", "H", "C", "C", "O", "S", "O", "O", "O", "H", "H", "H", "H", "C", "C", "O", "S", "O", "O", "O", "H", "H", "H", "H", "C", "C", "O", "S", "O", "O", "O", "H", "H", "H", "H", "C", "C", "O", "S", "O", "O", "O", "H", "H", "H", "H", "C", "C", "O", "S", "O", "O", "O", "H", "H", "H", "H", "C", "C", "O", "S", "O", "O", "O", "H", "H", "H", "H", "C", "C", "O", "S", "O", "O", "O", "H", "H", "H", "H", "C", "C", "O", "S", "O", "O", "O", "H", "H", "H", "H"],
  "coordinates": [[-2.790, 2.591, 0.246], [-2.062, 1.376, 0.076], [-1.053, 0.061, 0.029], [-1.916, -1.358, 1.065], [-3.328, -0.686, 2.222], [-0.693, -2.381, 2.145], [-2.790, -2.657, -0.122], [0.399, 0.522, 0.630], [1.584, 0.396, -0.521], [2.837, 1.345, 0.055], [2.236, -1.134, -0.613], [1.216, 0.985, -1.861], [2.294, 1.040, -2.669], [0.024, 0.330, -2.508], [-0.784, 1.551, -3.316], [0.493, -0.723, -3.716], [-0.974, -0.493, -1.510], [-3.389, 3.616, 0.130], [-4.076, -1.604, 2.363], [-2.905, -0.425, 3.293], [-3.960, 0.178, 1.742], [-1.331, -3.025, 2.904], [-0.034, -3.114, 1.502], [0.012, -1.698, 2.816], [-2.002, -3.180, -0.826], [-3.487, -2.008, -0.832], [-3.406, -3.452, 0.508], [0.774, -0.082, 1.559], [0.310, 1.663, 0.958], [2.997, 1.232, 1.208], [3.805, 0.910, -0.491], [2.743, 2.466, -0.312], [1.461, -1.856, -0.092], [3.220, -1.140, 0.059], [2.535, -1.449, -1.699], [-0.491, 1.479, -4.458], [-1.946, 1.498, -3.181], [-0.362, 2.605, -2.947], [-0.529, -1.148, -4.163], [1.070, -1.653, -3.301], [1.027, -0.172, -4.608], [-0.570, -1.610, -1.468], [-2.054, -0.566, -2.013], [-2.955, -2.168, 8.127], [-2.954, -0.745, 7.575], [-3.026, -0.895, 6.158], [-3.889, -2.234, 5.811], [-5.248, -1.833, 5.523], [-3.108, -3.063, 4.922], [-3.859, -2.897, 7.300], [-1.965, -2.626, 8.037], [-3.279, -2.205, 9.171], [-2.057, -0.189, 7.858], [-3.842, -0.194, 7.901], [3.768, -0.748, -5.895], [4.636, 0.441, -6.298], [5.279, 0.042, -7.506], [4.284, -0.953, -8.331], [3.589, -0.171, -9.329], [5.007, -2.164, -8.645], [3.245, -1.268, -7.116], [4.368, -1.531, -5.421], [2.955, -0.457, -5.225], [5.375, 0.695, -5.534], [4.022, 1.321, -6.517], [-8.697, 1.065, 4.533], [-7.298, 0.462, 4.626], [-6.406, 1.563, 4.468], [-7.097, 2.899, 5.097], [-6.587, 3.082, 6.438], [-7.073, 3.940, 4.097], [-8.617, 2.319, 5.207], [-8.976, 1.255, 3.491], [-9.453, 0.428, 5.000], [-7.118, -0.294, 3.857], [-7.123, 0.024, 5.614], [-0.640, 7.357, -3.399], [-0.181, 5.972, -3.849], [-0.343, 5.136, -2.706], [-1.615, 5.669, -1.835], [-2.770, 4.875, -2.190], [-1.183, 5.865, -0.470], [-1.762, 7.128, -2.547], [0.136, 7.858, -2.812], [-0.925, 7.991, -4.242], [0.858, 5.967, -4.186], [-0.824, 5.584, -4.646], [7.954, -4.638, -10.509], [7.846, -3.123, -10.358], [9.097, -2.712, -9.811], [10.268, -3.705, -10.363], [10.907, -3.066, -11.491], [11.002, -4.220, -9.230], [9.295, -4.884, -10.930], [7.800, -5.142, -9.550], [7.246, -5.031, -11.243], [7.024, -2.827, -9.702], [7.728, -2.637, -11.332], [-1.342, 0.926, 11.953], [-0.474, 2.115, 11.550], [0.169, 1.716, 10.342], [-0.826, 0.721, 9.517], [-1.522, 1.503, 8.519], [-0.104, -0.490, 9.204], [-1.866, 0.406, 10.732], [-0.742, 0.143, 12.427], [-2.155, 1.216, 12.623], [0.265, 2.369, 12.314], [-1.088, 2.995, 11.331], [5.439, 4.623, -0.883], [5.440, 6.045, -1.436], [5.368, 5.895, -2.852], [4.505, 4.556, -3.200], [3.146, 4.957, -3.488], [5.286, 3.727, -4.088], [4.535, 3.893, -1.711], [6.429, 4.164, -0.973], [5.115, 4.585, 0.160], [6.336, 6.602, -1.152], [4.551, 6.596, -1.109], [-1.066, -1.910, -8.896], [-1.788, -0.609, -8.557], [-0.887, 0.109, -7.716], [0.643, -0.245, -8.153], [1.117, 0.805, -9.027], [1.365, -0.679, -6.980], [0.305, -1.552, -9.067], [-1.131, -2.624, -8.069], [-1.455, -2.373, -9.807], [-2.738, -0.781, -8.046], [-1.961, -0.008, -9.456], [-3.629, -7.189, 9.458], [-4.351, -5.888, 9.797], [-3.451, -5.170, 10.638], [-1.921, -5.524, 10.200], [-1.447, -4.474, 9.327], [-1.198, -5.958, 11.374], [-2.259, -6.832, 9.287], [-3.694, -7.903, 10.285], [-4.019, -7.652, 8.547], [-5.302, -6.060, 10.307], [-4.525, -5.288, 8.898]]
}



The evaluated F_max for the records listed, in turn: 2.46, 2.03, 1.49, 9.70 eV/Å.